Entry 1:
Density functional theory data (wB97M-V/def2-TZVPD) for a cluster of 13 separate species, C5H39N2O13 in total.

Last column: Löwdin charge in e.
CARTESIAN COORDINATES (ANGSTROEM)
1 O 3.97303 0.39776 0.35468  -0.04
2 O -3.20411 1.01523 -0.18055  -0.07
3 O 1.87429 -0.51098 4.29306  -0.06
4 O 0.43944 2.71996 -2.66616  -0.04
5 O -2.44930 1.90896 -2.60285  -0.04
6 O -1.97364 2.49321 2.43598  -0.04
7 O -1.25143 0.48905 -4.26753  -0.04
8 O 2.08251 1.01927 -1.19472  -0.09
9 O 1.31145 -0.32415 -4.51545  -0.04
10 O 3.39722 0.82395 2.83588  -0.10
11 O -2.05334 -1.46925 -1.56668  -0.15
12 O 1.31212 2.76697 2.36139  -0.01
13 O -0.14150 -1.50062 3.35891  -0.17
14 N -1.19860 -0.10008 1.21437  0.14
15 N 0.65917 -2.37961 0.64037  -0.05
16 C -0.12678 -3.26874 -0.20277  -0.26
17 C 0.65979 -1.06458 -0.00303  -0.20
18 C -1.65063 -3.29229 -0.05130  -0.16
19 C 0.29117 0.07556 1.05494  -0.11
20 C -2.34105 -2.84228 -1.38317  -0.24
21 H -3.96081 0.40585 -0.29606  0.08
22 H 1.41732 1.08973 -1.92328  0.04
23 H 0.92645 -0.62164 -3.69066  0.02
24 H -1.71810 -0.29090 0.33124  0.10
25 H 0.25003 -3.06128 -1.27744  0.14
26 H -1.91758 -3.56050 -2.20403  0.16
27 H -1.87204 -4.36472 -0.15974  0.11
28 H -3.05608 1.43980 -1.05881  0.02
29 H -0.57335 -2.11514 4.00969  0.10
30 H -2.78472 2.53052 1.87684  0.07
31 H 0.79885 -0.13064 2.01416  0.09
32 H 0.59151 1.11136 1.02674  0.08
33 H 3.05040 0.35622 0.27272  -0.05
34 H -3.39248 -2.86126 -1.24409  0.10
35 H -1.83069 -2.82171 0.96915  0.13
36 H 0.13347 -4.33248 -0.14429  0.11
37 H -2.69022 1.97878 -3.49857  0.04
38 H 0.86576 -1.46188 3.62617  0.05
39 H -2.67509 -1.02014 -2.25858  0.14
40 H -0.10874 -0.94068 -0.75678  0.09
41 H 1.12882 0.64802 -4.48706  0.06
42 H 0.42019 2.65143 2.57774  -0.01
43 H 2.61433 -0.43466 3.62769  0.06
44 H -0.53670 0.13062 -4.73232  -0.02
45 H 1.47426 3.69978 2.21517  0.07
46 H 2.59387 1.83736 -1.44073  0.10
47 H 4.06220 1.23994 2.27086  0.05
48 H 0.70903 2.93496 -1.76053  0.06
49 H 1.60744 -0.77401 -0.34761  0.06
50 H -2.19803 2.64702 3.33880  0.05
51 H -1.30912 -0.78616 2.02542  0.14
52 H -1.71602 2.55901 -2.57983  0.05
53 H 1.36705 0.28171 4.46885  0.07
54 H 3.06772 1.73822 3.12112  0.08
55 H 0.46741 -2.30576 1.70722  0.11
56 H 4.16372 -0.45842 0.77546  0.07
57 H -1.33060 0.03126 -3.42355  0.02
58 H 0.12306 3.54256 -3.04105  0.07
59 H -1.71107 0.79316 1.31648  0.09

Output
largest force on an atom	3.54	eV/Å
total energy	-1301.1938	hartree
energy relative to the best compared isomer or geometry (same formula, charge and spin)	140.82	kcal/mol
Kohn-Sham gap	8.41	eV
E_HOMO	-11.20	eV
charge	+1

***

Entry 2:
Density functional theory data (wB97M-V/def2-TZVPD) for a cluster of 14 separate species, C5H39N2O14 in total.

Last column: Löwdin charge in e.
CARTESIAN COORDINATES (ANGSTROEM)
1 O -1.99364 -3.78169 0.01735  -0.06
2 O 0.89687 2.52813 -4.49827  -0.05
3 O -4.32189 1.79247 -0.61246  -0.07
4 O 0.43121 -0.21776 5.01989  -0.05
5 O -0.69682 -0.31874 -4.75314  -0.02
6 O 0.33434 -3.25394 3.48306  -0.05
7 O 3.20330 0.41869 0.49127  -0.05
8 O 2.08354 -2.19154 -2.54520  -0.06
9 O -2.55302 -3.12751 2.95544  -0.06
10 O -2.34447 -0.15127 2.35239  -0.04
11 O 1.06946 -1.97893 1.17888  -0.06
12 O 0.55652 2.92749 2.68474  -0.06
13 O 3.00508 0.55586 3.29958  -0.05
14 O -1.62048 4.34652 -2.60592  -0.05
15 N 1.42695 0.27805 -2.84519  0.20
16 N 0.45688 2.18726 -0.83010  -0.04
17 C 0.95196 -0.39429 -1.62080  -0.26
18 C 0.86330 -1.94036 -1.86299  -0.18
19 C 1.31969 2.76437 -0.11574  -0.02
20 C -0.52162 0.05002 -1.31516  -0.11
21 C -0.59581 1.24801 -0.37542  -0.18
22 H 0.85178 -2.37096 -0.84394  0.10
23 H -1.16538 3.66787 -2.10349  -0.01
24 H -0.36380 -0.23412 5.56744  0.06
25 H -0.62727 -3.37977 3.35555  0.03
26 H 2.58643 -2.96944 -2.29223  0.11
27 H 3.66813 0.48917 1.33424  0.03
28 H 1.99143 3.48807 -0.55430  0.08
29 H -2.51736 4.08408 -2.84694  0.04
30 H 0.58995 -4.14252 3.17942  0.08
31 H 0.66865 1.89342 -5.18292  0.04
32 H 1.57960 -0.19512 -0.74386  0.11
33 H 2.29591 0.81510 2.68461  0.01
34 H -1.08195 -0.53172 -3.90393  0.02
35 H -1.10407 0.15868 -2.23793  0.10
36 H 0.27046 3.25921 -4.48166  0.05
37 H -1.07690 -0.78715 -0.86807  0.12
38 H -3.43785 -3.51859 3.06184  0.07
39 H 1.44900 1.30370 -2.76567  0.12
40 H 2.45071 0.25026 4.03204  0.03
41 H 2.34785 -0.09058 -3.08706  0.16
42 H -0.36404 0.99769 0.66118  0.09
43 H 0.88856 -2.41909 2.03802  0.00
44 H -1.72825 -4.09255 -0.84924  0.03
45 H -0.21170 3.07665 3.24771  0.06
46 H -2.71597 -2.51658 2.22200  0.03
47 H -1.73520 -0.26629 1.61423  0.01
48 H -4.00274 2.53597 -0.07319  0.04
49 H -1.84803 -4.41947 0.73044  0.04
50 H -0.44796 -1.14008 -5.20926  0.09
51 H 0.01765 -2.26979 -2.42063  0.11
52 H 0.61381 -1.09264 4.66818  0.02
53 H 1.37935 2.65891 0.97275  0.04
54 H 1.28743 2.85705 3.32056  0.06
55 H 3.74661 0.81649 -0.19384  0.06
56 H -5.03457 1.61267 0.02221  0.05
57 H 1.40247 -1.09128 1.32135  0.01
58 H -1.72578 -0.02148 3.08462  0.03
59 H 0.71405 0.09255 -3.60865  0.11
60 H -1.56240 1.75083 -0.35379  0.11

Output
largest force on an atom	3.34	eV/Å
total energy	-1376.5192	hartree
energy relative to the best compared isomer or geometry (same formula, charge and spin)	91.26	kcal/mol
Kohn-Sham gap	9.85	eV
E_HOMO	-12.18	eV
charge	+1

***

Entry 3:
Density functional theory data (wB97M-V/def2-TZVPD) for a cluster of 16 separate species, C5H39NO15 in total.

Last column: Löwdin charge in e.
CARTESIAN COORDINATES (ANGSTROEM)
1 O -1.71496 -2.84675 2.95960  -0.04
2 O -4.43590 -0.03044 -0.46916  -0.04
3 O -3.59328 -2.68992 0.65015  -0.10
4 O -2.83320 1.85489 -2.56531  -0.05
5 O -0.27223 0.63553 -3.14033  -0.04
6 O 0.97338 -1.71477 -3.17377  -0.08
7 O 3.92703 0.24959 1.21929  -0.11
8 O 1.37398 2.43601 1.04241  -0.09
9 O 3.53705 2.54449 -0.45730  -0.09
10 O 1.22634 3.14142 -3.73178  0.09
11 O 1.85723 -1.23118 -0.41874  -0.09
12 O 1.82109 2.89987 3.54217  -0.13
13 O -1.65968 -2.39599 -4.14629  -0.10
14 O 0.33045 2.91785 -1.38594  -0.01
15 O -2.77515 -2.50652 -1.98981  -0.07
16 N 1.60088 -0.06084 2.96570  -0.08
17 C -0.26662 -0.48051 1.37254  -0.08
18 C 0.85985 -1.04615 2.22796  -0.41
19 C 1.13657 -0.00821 4.40232  -0.08
20 C 1.06470 -2.37849 2.12014  0.06
21 C -1.54027 -0.43233 1.94797  0.03
22 H 2.63374 0.06672 2.86683  0.10
23 H -3.44512 -2.51624 -0.32200  0.00
24 H 1.25814 1.69027 1.65807  0.02
25 H 0.73499 2.58578 3.34839  0.19
26 H 2.71856 2.41140 0.10592  -0.02
27 H -2.44416 -0.33611 1.44256  0.00
28 H 1.68071 -2.81597 2.93928  0.08
29 H -0.33849 3.51407 -1.08559  0.07
30 H 1.87632 3.10828 1.55462  0.09
31 H -4.56794 -2.45640 0.51465  0.09
32 H -0.06200 -0.26349 0.29817  0.10
33 H -2.36309 -2.03199 -2.68389  -0.03
34 H 2.56601 -1.81601 -0.65139  0.05
35 H 4.91840 0.15633 1.18673  0.09
36 H 0.26323 0.93049 -2.43767  0.00
37 H 1.31964 2.35718 -4.02355  -0.07
38 H -1.53215 -1.51228 -4.59459  0.09
39 H -0.69685 -2.58324 -3.88177  0.07
40 H 0.65619 -0.80133 -3.21967  -0.02
41 H 0.97580 -1.84778 -2.18995  0.04
42 H 3.23628 2.28296 -1.36657  0.08
43 H -3.25297 1.11772 -2.06975  0.03
44 H 1.26686 -0.94297 4.84796  0.05
45 H -3.93996 0.02570 0.31662  -0.02
46 H -2.56333 -3.03866 3.15960  -0.02
47 H -1.73951 -0.53546 2.97414  0.04
48 H 0.05719 -0.05301 4.52597  0.08
49 H 3.68054 1.12749 0.74134  0.04
50 H 2.15088 2.16006 3.02340  -0.03
51 H 0.68783 -3.06257 1.30782  0.10
52 H 1.60787 0.80672 4.96563  0.08
53 H 2.23632 -0.46584 0.12984  0.06
54 H -3.94391 -0.85174 -0.74778  0.03
55 H -2.28544 -3.37489 -2.08286  0.10
56 H 0.72000 2.64239 -0.57077  -0.01
57 H -0.42782 1.55657 -3.40272  0.05
58 H -3.18359 2.68818 -2.31357  0.02
59 H 0.79222 3.14141 -2.98933  -0.12
60 H -2.08010 -2.67635 2.05885  0.02

Output
largest force on an atom	10.04	eV/Å
total energy	-1397.0241	hartree
energy relative to the best compared isomer or geometry (same formula, charge and spin)	223.69	kcal/mol
Kohn-Sham gap	9.11	eV
E_HOMO	-9.17	eV

***

Entry 4:
Density functional theory data (wB97M-V/def2-TZVPD) for a cluster of 15 separate species, C5H39O15 in total.

Last column: Löwdin charge in e.
CARTESIAN COORDINATES (ANGSTROEM)
1 O 0.86892 1.53113 3.82150  -0.08
2 O -3.18823 0.37820 1.00029  -0.11
3 O -0.47707 2.87568 -1.76415  -0.05
4 O -1.81197 -0.87686 -3.85020  -0.09
5 O 2.22103 2.05039 -1.46374  -0.06
6 O -2.45845 1.74766 -3.26309  -0.08
7 O -2.80273 -2.77470 1.68582  -0.07
8 O -2.88465 -1.81286 -1.45105  -0.07
9 O -0.71922 0.93026 1.74229  -0.39
10 O -0.83993 3.48074 1.18361  -0.09
11 O 0.95421 -0.83983 -3.52649  -0.08
12 O 3.80185 -0.46193 2.32286  -0.08
13 O -2.08040 -0.45871 3.53252  -0.11
14 O 2.89241 2.26339 2.27249  -0.10
15 O 3.36418 -0.28364 -2.41156  -0.07
16 C -0.04738 -0.98984 0.46853  -0.18
17 C 1.70338 -4.00312 -0.12685  -0.14
18 C 0.91098 -1.64637 -0.51196  -0.22
19 C 0.58011 -3.13877 -0.71449  -0.22
20 C 0.30707 0.43854 0.88413  -0.26
21 H 0.34801 2.11773 4.37291  0.06
22 H 2.21745 1.87555 2.89998  0.00
23 H -3.60166 1.25188 0.96100  0.03
24 H 0.35255 1.03777 -0.03474  0.09
25 H 1.91442 -1.44340 -0.14270  0.11
26 H 3.41490 -0.72511 3.16745  0.03
27 H 2.54824 -0.79551 -2.26703  0.00
28 H 1.46708 -5.08225 -0.06253  0.07
29 H -0.23300 -3.32180 0.01066  0.10
30 H -0.67223 2.81689 -0.82150  0.02
31 H 1.18491 0.55067 1.50798  0.08
32 H -3.21769 -2.03261 -0.56661  0.03
33 H -2.96191 -0.11832 3.35512  0.02
34 H -1.64750 2.17558 -2.88845  0.01
35 H 2.01660 -3.68575 0.87366  0.07
36 H 3.46103 0.45291 2.23946  -0.01
37 H -1.46531 -0.10736 2.82168  -0.01
38 H 2.98448 2.13073 -0.88137  0.05
39 H 0.23469 -1.35756 -3.92427  0.04
40 H -1.95712 -3.22798 1.63980  0.02
41 H -1.09564 -0.96348 0.14661  0.08
42 H -2.23376 0.61064 1.26302  0.00
43 H 0.74622 -3.38491 -1.78892  0.12
44 H 0.49198 -0.00065 -3.39707  0.05
45 H -0.81558 2.53698 1.51510  -0.01
46 H -0.33105 4.00095 1.81460  0.02
47 H 2.39395 1.23273 -1.97032  0.00
48 H 0.25134 2.27932 -1.98924  0.02
49 H 0.81255 -1.14983 -1.49938  0.07
50 H 2.62318 -3.93451 -0.72734  0.07
51 H -2.55546 -1.96903 2.18365  0.00
52 H 3.21377 0.05720 -3.30585  0.05
53 H 2.41983 3.03305 1.93382  0.04
54 H -3.03349 1.67216 -2.49512  0.05
55 H -2.28270 -1.32331 -3.12351  0.00
56 H -0.02506 -1.60344 1.37504  0.12
57 H 0.17766 1.06727 3.24752  0.04
58 H -2.04577 0.07764 -3.78980  0.00
59 H -2.11141 -1.27437 -1.21955  0.02

Output
largest force on an atom	2.81	eV/Å
total energy	-1342.5858	hartree
energy relative to the best compared isomer or geometry (same formula, charge and spin)	0.00	kcal/mol
Kohn-Sham gap	9.02	eV
E_HOMO	-6.37	eV
charge	-1

***

Entry 5:
Density functional theory data (wB97M-V/def2-TZVPD) for a cluster of 2 separate species, C5H3Br3N2 in total.

Last column: Löwdin charge in e.
CARTESIAN COORDINATES (ANGSTROEM)
1 Br -0.25018 2.55599 2.94913  0.75
2 Br -2.07670 2.27064 -1.47664  0.79
3 Br 1.90804 0.47181 -2.17279  0.75
4 N -0.44941 -0.59955 -0.96135  -0.10
5 N -0.86221 -1.39838 -0.01498  0.03
6 C 1.40907 -1.28307 0.21882  -0.08
7 C -0.77630 2.29282 1.23040  -0.73
8 C 0.97786 -0.48861 -0.88084  -0.75
9 C -1.31373 2.27395 0.18250  -0.71
10 C 0.20230 -1.83230 0.62209  -0.18
11 H -1.06215 -0.00451 -1.57848  0.05
12 H -0.00926 -2.52705 1.39171  0.10
13 H 2.30267 -1.73173 0.49043  0.07

Output
largest force on an atom	4.27	eV/Å
total energy	-8023.5982	hartree
energy relative to the best compared isomer or geometry (same formula, charge and spin)	35.45	kcal/mol
spin multiplicity	3
Kohn-Sham gap (spin up / spin down)	5.24 / 7.44	eV
E_HOMO (spin up / spin down)	-4.89 / -9.64	eV

***

> What is the energy relative to the best compared isomer or geometry (same formula, charge and spin) in the fourth record?

0.00 kcal/mol